# 1
# C4H10NO3

2 unconnected molecules or ions with the total composition C4H10NO3 at a distorted geometry (ωB97M-V/def2-TZVPD, the OMol25 dataset).

XYZ file:
```
18
C4H10NO3 (ωB97M-V/def2-TZVPD)
O 1.615 -2.969 -0.589
C 1.247 -1.841 -0.805
C -0.014 -1.209 -0.290
C -1.059 -1.325 -1.396
N 0.252 0.163 0.041
C -0.890 1.047 0.477
O -0.592 1.641 1.653
H 1.870 -1.187 -1.452
H -0.357 -1.799 0.566
H -1.291 -2.368 -1.620
H -0.713 -0.898 -2.338
H -1.955 -0.805 -1.089
H 0.890 0.276 0.823
H -1.030 1.783 -0.343
H -1.808 0.431 0.590
H 0.740 2.992 2.446
H 1.469 2.846 1.226
O 1.625 3.221 2.102
```

Computed properties:
E_LUMO (eV): 3.6
Max |F| (eV/Å): 1.4
Highest occupied orbital energy (Eh): -0.119
Net charge: -1
ΔE to the lowest compared entry with this formula, charge and spin (kcal per mole): 64.2

# 2
# C10H9N3S

A molecular structure, C10H9N3S at a distorted geometry (ωB97M-V/def2-TZVPD, the OMol25 dataset).

XYZ file:
```
23
C10H9N3S (ωB97M-V/def2-TZVPD)
C 2.514 -1.421 0.586
C -0.922 0.012 -2.543
C 2.080 -1.325 -0.765
C 0.352 -0.512 -2.374
C 1.789 -0.864 1.622
C -1.668 0.532 -1.490
C 0.903 -0.685 -1.084
C 0.176 0.011 0.010
C 0.627 -0.081 1.384
C -1.064 0.643 -0.242
N -3.094 0.246 1.566
N -2.324 2.667 1.310
N 0.117 0.828 2.240
S -1.955 1.215 1.282
H 3.419 -1.813 0.985
H -1.238 -0.022 -3.626
H 2.592 -1.625 -1.646
H 0.969 -1.023 -3.127
H 2.097 -0.811 2.697
H -2.671 0.904 -1.432
H -3.418 0.364 2.487
H -1.609 3.284 1.554
H 0.103 0.430 3.147
```

Computed properties:
E_LUMO (alpha / beta) (eV): -0.8 / -0.8
Max |F| (eV/Å): 4.2
Highest occupied orbital energy (alpha / beta) (Eh): -0.275 / -0.275
Net charge: 0
ΔE to the lowest compared entry with this formula, charge and spin (kcal per mole): 106.3

# 3
# C17H22N2O3S

A single C17H22N2O3S molecule (ωB97M-V/def2-TZVPD, the OMol25 dataset).

XYZ file:
```
45
C17H22N2O3S (ωB97M-V/def2-TZVPD)
C -0.392 2.809 -1.144
C -1.152 1.904 -0.185
C -1.662 0.654 -0.901
C -2.474 -0.236 -0.012
C -3.596 -0.868 -0.450
C -4.361 -1.724 0.415
O -5.370 -2.341 0.158
N -3.809 -1.800 1.710
C -2.691 -1.134 2.061
S -2.202 -1.318 3.735
C -0.520 -0.624 3.679
C 0.503 -1.724 3.401
O 0.401 -2.243 2.101
C 0.925 -1.536 1.051
C 0.735 -2.107 -0.209
C 1.258 -1.514 -1.333
C 1.994 -0.329 -1.238
O 2.474 0.172 -2.410
C 3.333 1.295 -2.374
C 3.785 1.576 -3.798
C 2.171 0.246 0.012
C 1.636 -0.350 1.146
N -2.020 -0.374 1.266
H 0.014 3.671 -0.618
H -1.048 3.168 -1.934
H 0.428 2.263 -1.604
H -0.498 1.597 0.631
H -1.997 2.447 0.245
H -0.802 0.081 -1.259
H -2.264 0.936 -1.767
H -3.952 -0.750 -1.461
H -4.294 -2.382 2.383
H -0.537 0.120 2.884
H -0.340 -0.163 4.649
H 1.515 -1.349 3.604
H 0.313 -2.575 4.062
H 0.174 -3.025 -0.278
H 1.116 -1.953 -2.308
H 4.200 1.084 -1.732
H 2.803 2.169 -1.968
H 4.448 2.436 -3.813
H 4.310 0.713 -4.197
H 2.923 1.778 -4.427
H 2.722 1.165 0.130
H 1.798 0.136 2.096
```

Computed properties:
E_LUMO (eV): 0.5
Structure (SMILES): CCCc1cc(=O)[nH]c(SCCOc2ccc(OCC)cc2)n1
Max |F| (eV/Å): 0.7
Highest occupied orbital energy (Eh): -0.298
Net charge: 0
ΔE to the lowest compared entry with this formula, charge and spin (kcal per mole): 18.0

# 4
# C41H34BrGeN3O3SW

A molecular structure, C41H34BrGeN3O3SW at a distorted geometry (ωB97M-V/def2-TZVPD, the OMol25 dataset).

XYZ file:
```
85
C41H34BrGeN3O3SW (ωB97M-V/def2-TZVPD)
W 0.516 -0.405 -0.384
Br 2.749 -1.990 -1.481
C 1.231 -2.280 -2.572
C 1.095 -3.166 -3.608
C -0.133 -3.155 -4.264
C -1.119 -2.250 -3.890
C -0.861 -1.393 -2.848
N 0.288 -1.453 -2.185
C -1.728 -0.271 -2.339
O -2.786 0.005 -2.808
O -1.087 0.386 -1.365
H 1.904 -3.819 -3.901
H -0.307 -3.847 -5.078
H -2.075 -2.187 -4.392
O 1.508 1.373 -1.271
S 0.707 2.569 -1.876
C 1.603 3.034 -3.327
C 0.872 3.723 -4.286
C 1.538 4.208 -5.404
C 2.901 3.984 -5.548
C 3.607 3.266 -4.588
C 2.960 2.783 -3.462
C 1.098 3.949 -0.822
C 2.383 4.139 -0.325
C 2.620 5.225 0.501
C 1.586 6.109 0.812
C 0.311 5.908 0.303
C 0.058 4.817 -0.520
H -0.196 3.879 -4.166
H 0.991 4.753 -6.162
H 3.417 4.363 -6.421
H 4.667 3.086 -4.714
H 3.497 2.209 -2.715
H 3.188 3.464 -0.597
H 3.616 5.396 0.892
H 1.782 6.963 1.449
H -0.488 6.598 0.543
H -0.935 4.648 -0.924
C 2.255 -2.570 2.204
C 2.501 -1.109 2.078
N 2.033 -0.225 1.187
C 2.593 1.012 1.507
C 3.399 0.874 2.570
N 3.324 -0.465 2.910
H 1.241 -2.820 1.912
H 2.412 -2.890 3.234
H 2.937 -3.135 1.564
H 2.381 1.891 0.933
H 3.997 1.584 3.115
H 3.833 -0.910 3.656
C -0.293 -1.830 0.406
Ge -1.814 -2.088 1.620
C -1.613 -3.693 2.635
C -1.020 -4.780 1.986
C -0.832 -5.979 2.662
C -1.222 -6.094 3.991
C -1.807 -5.017 4.644
C -2.012 -3.821 3.967
C -1.187 -0.407 2.434
C -0.967 0.698 1.566
C -0.429 1.886 2.065
C -0.059 1.984 3.397
C -0.271 0.904 4.241
C -0.829 -0.290 3.763
C -3.347 -1.788 0.505
C -4.088 -0.611 0.570
C -5.132 -0.397 -0.324
C -5.434 -1.353 -1.284
C -4.708 -2.537 -1.345
C -3.668 -2.758 -0.452
H -0.704 -4.696 0.951
H -0.383 -6.823 2.153
H -1.078 -7.030 4.517
H -2.111 -5.110 5.679
H -2.504 -3.001 4.480
H -1.514 0.746 0.627
H -0.327 2.748 1.416
H 0.369 2.903 3.779
H -0.023 0.992 5.293
H -0.987 -1.116 4.449
H -3.865 0.143 1.318
H -5.715 0.513 -0.264
H -6.236 -1.174 -1.989
H -4.957 -3.289 -2.083
H -3.118 -3.694 -0.493
```

Computed properties:
E_LUMO (eV): -6.3
Max |F| (eV/Å): 3.9
Highest occupied orbital energy (Eh): -0.496
Net charge: +2
ΔE to the lowest compared entry with this formula, charge and spin (kcal per mole): 23.0

# 5
# C7H26O6

6 unconnected molecules or ions with the total composition C7H26O6 at a distorted geometry (ωB97M-V/def2-TZVPD, the OMol25 dataset).

XYZ file:
```
39
C7H26O6 (ωB97M-V/def2-TZVPD)
C -1.344 14.511 -25.734
C -1.838 15.906 -25.415
O -2.905 15.862 -24.483
H -2.242 13.916 -25.899
H -0.788 14.197 -24.851
H -0.659 14.442 -26.579
H -2.197 16.327 -26.354
H -1.033 16.521 -25.013
H -2.508 15.753 -23.616
C -1.370 17.002 -21.311
O -1.087 15.930 -22.146
H -2.433 17.133 -21.108
H -0.974 16.880 -20.303
H -0.943 17.874 -21.806
H -0.134 16.013 -22.231
C -0.414 20.055 -17.807
O -0.088 18.916 -18.594
H -0.668 20.998 -18.291
H -1.048 19.740 -16.978
H 0.504 20.338 -17.294
H -0.617 18.225 -18.189
C -2.301 15.965 -17.610
O -2.431 17.398 -17.561
H -1.971 15.604 -16.636
H -3.278 15.552 -17.862
H -1.611 15.654 -18.394
H -3.207 17.656 -17.057
C -0.065 12.415 -21.519
O -1.152 12.878 -22.271
H 0.867 12.818 -21.915
H -0.242 12.865 -20.542
H -0.032 11.330 -21.427
H -1.135 13.837 -22.304
C 2.243 14.900 -23.807
O 1.857 15.721 -22.699
H 3.303 14.975 -24.052
H 1.960 13.900 -23.476
H 1.617 15.162 -24.660
H 2.488 15.539 -21.998
```

Computed properties:
E_LUMO (eV): 0.5
Structure (SMILES): CCO.CO.CO.CO.CO.CO
Max |F| (eV/Å): 2.1
Highest occupied orbital energy (Eh): -0.356
Net charge: 0
ΔE to the lowest compared entry with this formula, charge and spin (kcal per mole): 44.2

# 6
# C6H11NSi

2 unconnected molecules or ions with the total composition C6H11NSi at a distorted geometry (ωB97M-V/def2-TZVPD, the OMol25 dataset).

XYZ file:
```
19
C6H11NSi (ωB97M-V/def2-TZVPD)
C 0.977 3.212 0.218
C 2.786 -1.723 1.967
C 2.251 1.106 -0.380
C 2.137 -0.240 0.172
C 1.627 2.124 0.110
C -3.506 -0.781 -1.529
N 2.583 -0.923 1.021
Si -2.017 -1.251 -0.385
H 1.282 4.041 0.804
H 0.016 3.421 -0.106
H 3.761 -2.345 2.163
H 2.220 -1.551 2.851
H 2.861 1.324 -1.307
H -1.468 -2.345 -0.995
H -4.253 -1.657 -1.400
H -4.246 0.041 -1.298
H -3.205 -0.666 -2.548
H -1.182 -0.107 -0.362
H -2.622 -1.679 1.004
```

Computed properties:
E_LUMO (eV): 0.7
Max |F| (eV/Å): 4.2
Highest occupied orbital energy (Eh): -0.272
Net charge: 0
ΔE to the lowest compared entry with this formula, charge and spin (kcal per mole): 132.5

# 7
# C2HN2O2

A gas-phase ion, C2HN2O2 (charge +1) at a distorted geometry (ωB97M-V/def2-TZVPD, the OMol25 dataset).

XYZ file:
```
7
C2HN2O2 (ωB97M-V/def2-TZVPD)
C -0.183 0.236 1.321
N 0.622 0.578 0.468
C 0.587 0.351 -0.926
O 1.188 0.691 -1.866
N -0.465 -0.799 -1.083
O -1.020 -1.148 -0.114
H -0.729 0.091 2.201
```

Computed properties:
E_LUMO (eV): -8.1
Structure (SMILES): C#[N+]C(=O)N=O
Max |F| (eV/Å): 6.8
Highest occupied orbital energy (Eh): -0.612
Net charge: +1
ΔE to the lowest compared entry with this formula, charge and spin (kcal per mole): 0.0

# 8
# C6H21IrN5O5S

A molecular structure, C6H21IrN5O5S at a distorted geometry (ωB97M-V/def2-TZVPD, the OMol25 dataset).

XYZ file:
```
39
C6H21IrN5O5S (ωB97M-V/def2-TZVPD)
O -0.448 -3.609 0.381
H -0.843 -4.363 0.840
Ir -0.302 0.317 0.401
N 0.324 1.365 -1.173
N -0.870 -0.719 -1.138
O 0.898 2.655 -1.251
O -1.548 -1.916 -1.153
C 0.016 0.963 -2.404
C -0.754 -0.208 -2.375
C 0.363 1.886 -3.503
C -1.445 -0.883 -3.491
H 1.384 2.275 -3.423
H -0.325 2.745 -3.549
H 0.266 1.348 -4.453
H -2.347 -1.373 -3.120
H -0.812 -1.648 -3.957
H -1.710 -0.157 -4.265
H 1.320 2.867 -0.396
H -1.155 -2.528 -0.422
O -2.786 2.630 0.446
H -3.283 2.909 -0.346
H -3.290 1.863 0.772
C 0.881 -3.347 0.889
H 0.819 -2.816 1.853
H 1.456 -2.774 0.149
H 1.389 -4.313 1.031
O 3.901 -0.593 0.542
H 3.677 -0.440 -0.395
H 3.054 -0.460 1.005
N 0.371 1.842 1.781
N 0.591 1.333 3.088
C -0.032 0.205 3.409
N 0.099 -0.292 4.657
S -0.908 -0.651 2.207
H -0.346 2.583 1.813
H 1.236 2.289 1.467
H 0.988 1.961 3.791
H -0.379 -1.158 4.880
H 0.552 0.212 5.410
```

Computed properties:
E_LUMO (alpha / beta) (eV): -2.9 / -5.7
2S+1: 5
Max |F| (eV/Å): 3.7
Highest occupied orbital energy (alpha / beta) (Eh): -0.286 / -0.457
Net charge: +1
ΔE to the lowest compared entry with this formula, charge and spin (kcal per mole): 0.0

# 9
# C19H21N3O3S

A single C19H21N3O3S molecule (ωB97M-V/def2-TZVPD, the OMol25 dataset).

XYZ file:
```
47
C19H21N3O3S (ωB97M-V/def2-TZVPD)
C 5.223 -5.030 -0.445
O 5.923 -3.851 -0.769
C 5.109 -2.752 -1.077
C 4.441 -2.860 -2.459
O 3.844 -1.620 -2.827
C 2.639 -1.355 -2.311
O 2.041 -2.083 -1.567
C 2.137 -0.026 -2.821
S 0.956 0.694 -1.655
C -0.582 0.213 -2.392
N -0.477 -0.312 -3.597
C -1.563 -0.663 -4.261
C -2.837 -0.485 -3.748
C -2.955 0.064 -2.485
C -1.818 0.423 -1.756
C -2.021 0.982 -0.435
N -3.202 1.383 -0.024
C -3.025 1.829 1.251
C -3.931 2.366 2.161
C -3.479 2.738 3.411
C -4.443 3.318 4.403
C -2.121 2.581 3.768
C -1.657 2.993 5.133
C -1.211 2.049 2.873
C -1.667 1.679 1.619
N -1.054 1.139 0.524
H 5.965 -5.725 -0.056
H 4.741 -5.475 -1.321
H 4.464 -4.840 0.322
H 4.331 -2.614 -0.312
H 5.772 -1.882 -1.075
H 3.672 -3.639 -2.454
H 5.191 -3.072 -3.223
H 2.958 0.669 -2.980
H 1.565 -0.181 -3.743
H -1.389 -1.094 -5.237
H -3.707 -0.770 -4.317
H -3.916 0.230 -2.023
H -4.967 2.483 1.884
H -4.137 4.321 4.698
H -5.441 3.373 3.977
H -4.485 2.706 5.304
H -0.592 2.807 5.249
H -1.842 4.054 5.298
H -2.191 2.440 5.905
H -0.172 1.928 3.143
H -0.088 0.869 0.450
```

Computed properties:
E_LUMO (eV): 0.3
Structure (SMILES): COCCOC(=O)CSc1ncccc1-c1nc2cc(C)c(C)cc2[nH]1
Max |F| (eV/Å): 1.0
Highest occupied orbital energy (Eh): -0.287
Net charge: 0
ΔE to the lowest compared entry with this formula, charge and spin (kcal per mole): 46.1

# 10
# C26H25BrN2OSSbTeY

A molecular structure, C26H25BrN2OSSbTeY at a distorted geometry (ωB97M-V/def2-TZVPD, the OMol25 dataset).

XYZ file:
```
59
C26H25BrN2OSSbTeY (ωB97M-V/def2-TZVPD)
Y -0.336 -1.698 1.772
O -4.779 -3.029 6.631
C -3.905 -2.918 5.658
C -3.314 -4.002 4.993
C -2.424 -3.763 3.972
N -2.058 -2.536 3.569
C -2.619 -1.514 4.226
Br -2.018 0.209 3.587
C -3.531 -1.623 5.242
H -4.988 -3.943 6.879
H -3.557 -5.017 5.272
H -1.962 -4.594 3.449
H -3.956 -0.763 5.731
N 2.745 -1.286 3.087
C 1.683 -1.516 2.719
S -0.773 0.161 -0.052
Sb 0.877 1.488 -1.132
C 0.625 3.567 -0.613
C 0.187 4.436 -1.600
C 0.079 5.786 -1.312
C 0.413 6.256 -0.053
C 0.858 5.377 0.921
C 0.975 4.024 0.646
C 0.121 1.134 -3.121
C 0.892 0.617 -4.148
C 0.306 0.387 -5.383
C -1.033 0.678 -5.583
C -1.801 1.182 -4.545
C -1.228 1.411 -3.306
C 2.864 0.818 -0.587
C 3.822 0.554 -1.551
C 5.107 0.213 -1.161
C 5.427 0.145 0.185
C 4.465 0.407 1.146
C 3.181 0.758 0.761
H -0.065 4.067 -2.586
H -0.253 6.469 -2.079
H 0.325 7.308 0.169
H 1.130 5.743 1.898
H 1.330 3.342 1.409
H 1.940 0.397 -3.998
H 0.904 -0.019 -6.185
H -1.479 0.500 -6.548
H -2.847 1.396 -4.694
H -1.826 1.798 -2.487
H 3.583 0.621 -2.600
H 5.855 0.015 -1.914
H 6.431 -0.107 0.481
H 4.704 0.341 2.197
H 2.436 0.986 1.517
C -2.670 -2.915 -1.448
Te -1.790 -4.003 0.197
C -0.104 -4.683 -0.976
H -2.074 -2.038 -1.681
H -3.679 -2.619 -1.179
H -2.708 -3.594 -2.298
H -0.466 -5.351 -1.751
H 0.571 -5.230 -0.324
H 0.406 -3.830 -1.420
```

Computed properties:
E_LUMO (eV): -6.0
Max |F| (eV/Å): 2.0
Highest occupied orbital energy (Eh): -0.522
Net charge: +2
ΔE to the lowest compared entry with this formula, charge and spin (kcal per mole): 9.2

# 11
# C2H4N2O2S

A single C2H4N2O2S molecule at a distorted geometry (ωB97M-V/def2-TZVPD, the OMol25 dataset).

XYZ file:
```
11
C2H4N2O2S (ωB97M-V/def2-TZVPD)
O -1.430 1.257 1.510
N -1.523 0.005 0.832
C -0.432 -0.169 0.081
N -0.542 -0.822 -1.012
O 0.608 -0.598 -1.845
C 1.717 -0.276 -0.926
S 0.977 0.994 0.180
H -1.423 0.930 2.513
H -2.432 -0.098 0.429
H 2.618 0.007 -1.484
H 1.860 -1.228 -0.278
```

Computed properties:
E_LUMO (eV): 0.5
Structure (SMILES): ONC1=NOCS1
Max |F| (eV/Å): 3.9
Highest occupied orbital energy (Eh): -0.321
Net charge: 0
ΔE to the lowest compared entry with this formula, charge and spin (kcal per mole): 106.6

# 12
# C4H7NO2

A single C4H7NO2 molecule at a distorted geometry (ωB97M-V/def2-TZVPD, the OMol25 dataset).

XYZ file:
```
14
C4H7NO2 (ωB97M-V/def2-TZVPD)
C -1.624 -0.913 -0.049
C -0.337 -0.288 -0.553
C -0.021 1.143 0.001
N 1.417 0.999 0.237
C 1.767 -0.304 0.279
O 2.863 -0.607 0.695
O 0.773 -1.109 -0.134
H -1.623 -0.959 1.045
H -1.735 -1.932 -0.435
H -2.491 -0.329 -0.376
H -0.327 -0.283 -1.651
H -0.621 1.351 0.899
H -0.271 1.901 -0.752
H 2.246 1.304 0.784
```

Computed properties:
E_LUMO (eV): 0.8
Structure (SMILES): C[C@H]1CNC(=O)O1
Max |F| (eV/Å): 2.5
Highest occupied orbital energy (Eh): -0.364
Net charge: 0
ΔE to the lowest compared entry with this formula, charge and spin (kcal per mole): 16.7

Question: Which of these has the highest max |F|?
Answer: C2HN2O2